{
  "formula": "C40H102F9N7O13",
  "method": "the ωB97M-V functional and the def2-TZVPD basis",
  "e_homo_ha": -0.4904,
  "homo_lumo_gap_ev": 7.4,
  "fmax_ev_per_a": 4.6,
  "total_charge": 4,
  "energy_ev": -104604.04985,
  "de_lowest_kj_mol": 0.0,
  "elements": ["F", "F", "F", "F", "F", "F", "F", "F", "F", "O", "O", "O", "O", "O", "O", "O", "O", "O", "O", "O", "O", "O", "N", "N", "N", "N", "N", "N", "N", "C", "C", "C", "C", "C", "C", "C", "C", "C", "C", "C", "C", "C", "C", "C", "C", "C", "C", "C", "C", "C", "C", "C", "C", "C", "C", "C", "C", "C", "C", "C", "C", "C", "C", "C", "C", "C", "C", "C", "C", "H", "H", "H", "H", "H", "H", "H", "H", "H", "H", "H", "H", "H", "H", "H", "H", "H", "H", "H", "H", "H", "H", "H", "H", "H", "H", "H", "H", "H", "H", "H", "H", "H", "H", "H", "H", "H", "H", "H", "H", "H", "H", "H", "H", "H", "H", "H", "H", "H", "H", "H", "H", "H", "H", "H", "H", "H", "H", "H", "H", "H", "H", "H", "H", "H", "H", "H", "H", "H", "H", "H", "H", "H", "H", "H", "H", "H", "H", "H", "H", "H", "H", "H", "H", "H", "H", "H", "H", "H", "H", "H", "H", "H", "H", "H", "H", "H", "H", "H", "H", "H", "H"],
  "xyz": [[-5.410200, 1.693824, 1.810111], [1.406760, 4.764585, -7.181657], [-1.507038, -2.361880, 5.087801], [-0.894741, -4.404771, 4.443606], [2.199425, 2.776854, -7.417478], [-3.381040, 2.013189, 2.640634], [-3.992231, -0.008391, 1.998421], [-0.016504, 3.046325, -7.626772], [0.302084, -3.311297, 5.953606], [2.482261, -5.536390, -5.398855], [-3.840546, 0.238128, 4.589130], [-0.395555, -2.625989, 2.508395], [0.822492, -8.097585, 4.063920], [4.974675, 10.079936, 2.324858], [-0.039005, 4.070236, -4.964707], [-5.915753, -0.248249, 3.860187], [-2.610165, 1.766241, 6.293027], [-0.536380, 4.638475, -12.897177], [-3.406058, -3.278455, 0.941846], [1.563134, -3.189975, 3.588680], [1.072826, 2.039960, -4.842646], [-0.306811, -1.858199, -0.860768], [6.232422, 10.906181, 4.483405], [-0.633955, -0.221361, 1.477866], [0.866587, -5.895487, 2.752707], [-2.720999, 3.531467, -13.759459], [-3.849880, -0.248477, 7.776773], [-4.042202, -2.621349, 3.574891], [4.278514, -3.553796, -7.743577], [0.343850, -2.524632, 3.691390], [-1.965524, 1.231579, 7.411595], [-2.456317, 1.555831, -12.378143], [5.246542, -4.607303, -5.585821], [-1.565097, 2.452150, 5.519546], [-2.909358, 0.618021, 8.436440], [-7.850265, -1.100178, 5.307046], [6.346242, 10.463397, 2.161376], [1.101292, -5.537620, -5.060986], [7.120388, 10.182997, 3.489360], [2.727242, -2.327885, 3.625674], [0.341744, -2.759288, -1.705381], [-0.622688, 3.263393, -12.449321], [7.217167, 8.709168, 3.870949], [1.814348, -6.971569, 2.268905], [-4.793150, -3.742402, 2.931115], [2.091300, -7.904517, 3.459616], [0.882483, 5.072861, -12.901268], [-0.762619, 5.769557, -3.405275], [1.172806, 1.260160, 0.622531], [0.809226, -8.868288, 5.327864], [-6.199570, -3.675193, 3.383352], [0.168019, 4.550557, -3.624878], [-2.794491, -4.386372, 0.344032], [4.121099, 10.567030, 1.341953], [-2.157171, 3.043123, -12.427742], [0.098305, 0.273983, 0.258634], [4.045104, -2.997084, 4.159069], [-4.739821, -3.426758, 1.437002], [1.150068, 3.450310, -6.942095], [-4.939120, 0.745084, 3.977576], [3.118227, -6.345220, 1.760238], [0.989368, 3.364291, -5.416238], [4.174369, -4.682888, -6.775291], [-2.139422, -0.053026, 9.548326], [0.678130, -0.846505, -0.499266], [2.797473, -4.460577, -6.213396], [-4.463586, 1.134895, 2.580323], [-6.388299, -0.671722, 5.248548], [-0.444930, -3.193514, 4.807513], [3.114978, 10.134872, 1.595113], [-4.632251, -1.830469, 3.778253], [4.981102, -5.494515, -4.931372], [3.460779, -5.530659, 2.458335], [-0.100622, 3.198436, -11.506381], [-1.622971, -0.940625, 9.219892], [-3.599362, -2.758021, 4.503839], [-0.147277, 2.575224, -13.065853], [6.281577, -4.669827, -6.032699], [3.566414, -3.518957, -8.457279], [0.883031, 5.915177, -13.635485], [1.427892, 1.799195, -0.284209], [-3.620714, 0.676711, 5.346304], [-4.770081, -0.378870, 8.200790], [5.164063, -3.160864, -7.933349], [-3.727811, 3.538397, -13.794937], [-3.532714, 1.398031, -12.508748], [-0.759198, 1.784643, 5.253416], [-2.151533, 2.781452, 4.625263], [5.135978, -3.607596, -5.166569], [1.152782, 5.487714, -11.947018], [-1.464511, 0.623953, 10.072081], [8.083872, 10.686834, 3.460632], [-1.424673, 2.083793, 7.879874], [1.458085, -1.293275, 0.079645], [-3.197152, -2.357667, 2.956028], [-0.719120, 6.063225, -2.337248], [0.147690, 1.653515, -4.965324], [4.393010, -5.668796, -7.189790], [1.995605, 0.743563, 1.142062], [1.495569, -8.552815, 6.091545], [0.786486, 2.053859, 1.308087], [0.235346, -6.333636, 3.433700], [-2.198581, 1.003062, -11.510029], [-4.309628, -4.693529, 3.193703], [1.003353, -9.931938, 5.093573], [-1.105877, 3.328809, 5.948410], [6.349053, 11.617861, 2.033768], [2.051074, -4.242718, -6.977862], [3.899673, -7.125903, 1.901007], [4.841201, -2.236467, 3.994349], [-2.721351, -0.337120, 10.416736], [3.199308, -6.035866, 0.701580], [-5.348232, 1.618634, 4.497596], [6.237367, 8.288843, 3.578007], [-0.371859, -1.674476, 1.927510], [0.594761, -2.331248, -2.670677], [6.530712, 10.913157, 5.416586], [-0.600555, 0.836932, -0.360298], [-1.789438, 5.510592, -3.635512], [-2.461897, 2.891296, -14.504462], [7.881831, 8.187749, 3.198485], [0.623907, -6.375187, -5.591454], [-6.788044, -4.339742, 2.760484], [7.496399, 8.420375, 4.887195], [-2.861854, -5.257112, 0.964319], [-2.730050, 3.629426, -11.795014], [1.962207, 3.688528, -4.918178], [0.328645, -5.429983, 2.058298], [3.945014, -3.260022, 5.190739], [-3.213919, -4.563301, -0.656487], [5.280917, 10.456802, 4.475157], [4.063482, 11.666952, 1.284390], [4.400689, 10.136451, 0.349235], [-1.749061, -4.141736, 0.173636], [-0.489159, 0.438592, 2.192473], [1.257331, 4.769192, -3.641558], [1.496185, -5.220117, 3.254107], [-5.758807, -1.539211, 5.597649], [-0.458068, 6.702592, -3.900283], [6.767431, 9.996517, 1.225959], [-0.229073, -3.623298, -1.799521], [-5.220769, -4.238624, 0.943535], [2.868041, -1.870105, 2.658759], [0.513022, -4.606473, -5.326310], [-1.198149, 0.545415, 7.132952], [0.452254, -1.524935, 4.139890], [-6.559373, -2.657995, 3.146240], [2.525638, -8.852049, 3.071235], [2.857105, -3.497240, -5.754161], [1.123894, -0.497484, -1.420168], [2.486354, -1.529060, 4.283262], [-2.335489, 4.511551, -13.946668], [0.976504, -5.775627, -3.974635], [2.753058, -7.447364, 4.200216], [-6.203189, 0.199018, 5.907707], [-0.238056, -8.736301, 5.660528], [0.013951, 3.773614, -2.871669], [6.005117, 11.892068, 4.219241], [-5.261898, -2.506781, 1.191106], [-3.422824, 1.416433, 8.894964], [-7.917121, -1.581258, 6.339598], [-8.103734, -1.812446, 4.551553], [4.392482, -3.841576, 3.522303], [-1.990853, 1.060386, -13.213248], [-8.616573, -0.270279, 5.286297], [1.609870, 4.262918, -13.178641], [-6.384316, -3.818381, 4.438646], [-1.653708, -0.309369, 1.251767], [1.342597, -3.114945, -1.367168], [1.268316, -7.589966, 1.575315], [-3.466987, -1.158130, 7.573699]],
  "atomic_forces_ev_per_a": [[0.894, -0.583, 0.465], [-0.675, -0.796, -0.466], [0.374, -1.074, 0.129], [-0.273, 0.180, 0.578], [-0.854, -0.121, 0.258], [-1.589, -1.131, -0.112], [-0.206, 0.664, -0.376], [2.043, 0.732, 0.927], [-1.176, -0.006, -1.334], [-1.429, 0.325, 0.771], [-0.131, -2.893, -3.241], [0.484, 1.426, 0.163], [0.370, -0.508, 1.098], [1.688, -0.182, 1.310], [-1.543, 0.543, 0.071], [-0.810, -0.706, 1.265], [1.575, 0.991, -0.577], [2.119, -1.052, 0.008], [-0.464, 1.072, 0.979], [1.018, -0.142, 0.164], [-2.792, -0.515, -1.234], [1.101, 1.159, 0.856], [-2.193, 0.505, -1.327], [-0.655, -1.235, -2.109], [1.792, -0.557, 1.464], [1.319, 1.141, -0.510], [-1.090, -0.351, -0.833], [3.076, -0.066, 0.296], [-0.545, -0.888, 1.412], [-0.693, -0.297, -0.567], [0.189, 1.178, 1.712], [-1.557, 0.299, -0.745], [-0.691, -0.422, -1.944], [-2.596, -0.113, -1.464], [0.407, -0.467, 0.001], [-0.185, 0.903, 1.654], [-0.270, 1.376, -0.654], [-0.767, -0.605, 0.452], [-0.608, -0.060, -0.615], [0.882, -0.853, 0.366], [1.878, 0.234, -0.168], [-2.177, 3.354, 0.811], [-1.184, -0.291, -0.893], [0.438, 0.009, 0.109], [0.819, 0.356, 0.031], [-0.609, -0.041, 0.245], [-0.849, 0.510, -1.412], [1.038, -0.014, 1.070], [-0.226, 0.611, 1.066], [-1.347, -0.445, -1.596], [-1.167, 0.924, -0.437], [0.249, 1.180, -0.515], [0.054, 0.208, -0.980], [-1.561, -0.819, -1.271], [1.454, -2.151, -1.364], [-1.425, 0.703, 0.671], [-0.520, 0.705, -2.210], [1.238, -0.472, -0.377], [-0.840, 0.562, -0.239], [-0.546, 0.464, 0.031], [1.023, -0.459, 0.522], [3.450, -1.841, 1.778], [1.546, 1.353, -0.061], [0.436, 0.266, 0.982], [-1.085, -1.133, -1.041], [0.744, -0.450, -0.857], [0.474, 0.601, -0.533], [0.360, 0.422, -0.698], [0.453, 0.473, 0.699], [0.862, 0.671, -0.289], [-0.625, 1.147, -0.668], [0.679, 1.386, -0.437], [-0.506, -0.555, -0.793], [-0.484, -0.258, 0.785], [0.421, -0.266, -0.206], [-0.328, -0.666, -0.577], [0.784, -1.159, -1.732], [-1.047, -0.242, 0.646], [0.510, -0.120, -0.089], [0.362, -0.860, 0.495], [0.738, -0.150, -0.009], [1.230, 2.202, 3.882], [0.687, 0.272, 0.187], [0.703, 0.073, -0.496], [-0.613, 0.187, 0.397], [0.015, -0.046, 0.086], [0.121, -0.538, -0.173], [0.965, -0.240, 0.473], [0.040, -0.215, 0.645], [-0.025, -0.034, 0.602], [0.580, 0.171, -0.571], [-0.042, 0.107, 0.087], [-0.187, -0.538, 0.210], [0.656, -0.631, 0.555], [-1.539, -0.189, 0.782], [-0.135, -0.422, -0.336], [1.724, 0.403, 0.215], [-0.732, -0.069, -0.429], [0.095, 0.433, -0.459], [0.481, 0.633, 0.064], [0.143, -0.645, -0.373], [0.056, -0.109, 0.102], [0.525, 0.026, 1.027], [0.061, 0.326, -0.237], [-0.147, 0.505, 0.123], [-0.282, 0.260, 0.883], [0.266, -1.630, -0.124], [-0.196, -0.734, -0.534], [-0.406, 0.417, -0.272], [-0.516, -0.374, 0.502], [-0.880, -0.319, -0.246], [-0.495, 0.003, 0.648], [0.088, 0.121, -0.069], [0.226, -0.090, 0.668], [-0.094, -1.088, 1.281], [-0.426, 0.201, -0.432], [0.982, -0.100, 1.791], [-0.292, -0.240, -0.131], [-0.088, 0.010, -0.155], [0.448, 0.102, -0.356], [0.543, 0.156, -0.189], [-0.023, 0.241, 0.012], [-0.269, -0.318, 0.284], [-0.116, 0.509, -0.053], [-0.107, -0.768, 0.319], [-0.412, 0.986, 2.049], [-0.679, 0.532, -1.428], [-0.306, 0.728, -0.883], [0.112, -0.243, 0.536], [-0.152, -0.230, 0.282], [0.940, 0.131, -0.218], [0.155, -0.328, 0.115], [-0.137, 0.526, 0.525], [0.102, 0.179, 0.242], [-0.267, 0.930, 1.146], [-0.615, 0.477, 0.696], [-1.184, 0.070, -0.451], [-0.333, 0.969, -0.404], [-0.046, -0.650, -0.427], [-0.085, 0.370, 1.115], [-1.301, -1.369, -0.428], [-0.575, -0.657, -0.620], [0.158, -0.144, -0.607], [0.991, -0.769, 0.347], [0.632, -0.990, -0.513], [0.311, 0.303, -0.786], [-0.030, -0.341, 0.068], [-0.154, 0.544, 0.274], [0.032, 0.710, 1.290], [0.242, 0.360, -0.340], [-0.110, 0.783, 0.797], [-0.366, -1.462, 0.152], [0.171, 0.436, -0.697], [0.343, 0.010, -0.132], [-0.019, -0.616, -0.202], [0.721, -0.280, 0.041], [-0.266, -0.088, -0.233], [0.606, -0.742, 0.056], [-0.135, 0.169, 0.230], [-1.015, 1.040, 0.294], [-0.248, 0.428, -1.344], [-0.156, -0.530, -0.364], [-0.504, 0.331, 0.584], [0.387, -0.213, -0.399], [1.105, -0.740, -0.098], [-0.938, 0.650, 0.040], [0.106, -0.438, 0.218], [1.243, 0.281, 0.485], [-0.443, 0.331, 0.527], [-0.082, 0.100, -0.642], [0.155, -0.180, 0.135]]
}